[1]
# C60H120O15

C60H120O15 as an isolated structure (ωB97M-V/def2-TZVPD, the Open Molecules 2025 dataset).

Last column: Mulliken charge in e.
CARTESIAN COORDINATES (ANGSTROEM)
H 4.78418 -19.22676 8.68821  0.505
C 1.83605 -20.29091 5.19232  -0.843
H 4.85198 -23.40701 3.65706  0.539
H -1.53000 -18.46781 0.18451  0.431
C 7.49285 -17.41527 3.16695  2.182
H -0.80967 -18.04994 3.07052  -0.219
C 2.83715 -14.19747 -0.90823  -1.389
H 0.68605 -14.17103 -1.47730  0.448
C 7.25862 -19.44618 0.82269  0.134
H 2.43582 -18.17804 4.51044  -0.731
H 2.11993 -19.38908 3.30245  -1.208
C 4.98914 -18.12406 2.63965  -0.533
H 3.13630 -19.26137 1.63078  0.727
H 7.29828 -14.32850 7.37149  0.265
H 7.26412 -17.34552 5.85874  -1.079
H 9.34143 -16.07325 5.53064  0.579
H 0.36170 -17.45139 4.16594  -0.091
O 4.79619 -19.27621 6.64462  -0.423
H 3.14442 -14.24062 2.78030  -0.986
H 4.84097 -21.74652 2.83785  -0.104
C 1.44953 -21.51328 2.19924  -0.629
H 4.05270 -22.10784 1.00785  1.127
H 0.22859 -16.67400 0.61839  0.734
H 2.02482 -18.63453 8.69277  0.698
H 6.00438 -20.25132 7.95725  0.370
H 7.36033 -18.30238 8.44235  0.572
C 3.90728 -13.50630 2.52160  0.366
H 6.00398 -17.23308 8.06336  -0.035
H 9.32579 -17.82956 3.87332  0.784
H 3.34433 -15.30792 7.75538  0.669
H 8.46185 -16.08355 1.30071  0.625
C 8.05877 -15.23678 3.84322  0.233
H 1.95393 -23.00010 0.77705  0.452
O 6.03747 -21.93070 4.38626  -0.623
O 4.50762 -14.43797 7.38983  -0.568
H 8.73335 -15.24982 -1.00218  0.438
H 5.39213 -18.65947 4.69202  0.326
H 7.37971 -19.09549 5.98614  0.431
H -1.19973 -19.07000 5.70605  0.663
H 4.51325 -16.01156 0.20606  0.272
H 2.32139 -15.44113 2.16533  -2.066
H 3.51784 -14.82810 -1.48011  0.076
H 0.61001 -20.82347 2.28565  -0.180
H 3.72150 -17.01789 5.26685  -0.355
H 6.44152 -21.60377 3.00750  0.895
H 1.20744 -13.99182 6.29268  0.740
H 4.09057 -19.83173 5.83589  -1.682
H 2.05204 -18.39643 0.61403  -1.296
O 1.42951 -15.98163 7.76446  -0.591
H 6.50253 -16.35570 6.63746  0.007
H 1.07956 -22.37433 2.75584  0.836
C 5.93335 -20.15092 0.49226  -1.095
H 2.11479 -19.17901 -0.21248  -0.504
C 3.21825 -18.27315 -1.89063  -1.362
H 3.54710 -20.75553 -0.16510  0.165
H 3.17787 -19.04519 3.20933  0.404
H 2.81121 -16.16019 9.22835  0.184
O 5.36442 -20.39272 1.74174  -0.621
C -0.11378 -18.99312 5.65202  -0.369
H 5.68558 -12.60520 7.68197  0.622
C 0.38046 -17.23801 1.53868  -1.099
H -1.83833 -19.72179 1.45531  0.355
H 3.50762 -12.88298 1.72170  0.457
H 8.27112 -21.07590 1.85702  0.187
H 1.75464 -19.15302 7.01365  1.191
H 6.78014 -14.02173 3.66601  0.676
C 3.36062 -21.30351 0.75850  -0.619
O 2.19335 -14.25593 4.51898  -0.439
C 0.35059 -15.57451 5.04338  -0.517
O 4.93400 -13.71491 4.46035  0.538
H -0.18530 -15.94056 3.04257  -0.106
H 3.52630 -22.19120 5.53588  0.666
O 7.78308 -16.08759 2.71119  -0.900
H 2.82838 -21.40480 4.04376  -0.252
C 3.82129 -16.89739 -1.62753  -1.240
C 0.76135 -17.17785 7.59379  -0.083
C 2.45050 -15.40097 1.08375  0.945
H 4.96059 -12.77818 6.19668  -0.266
H 5.46351 -19.08056 2.42019  0.962
H 4.44917 -20.24484 2.24535  1.247
H 3.26191 -17.28773 6.38951  0.795
C 8.37391 -17.60336 4.35380  -1.691
C 5.80807 -20.87777 5.31177  -0.304
C 3.13417 -18.85580 -0.42342  0.900
C 6.79886 -18.22767 6.29855  -0.572
C 3.23766 -14.21111 0.56300  1.066
H 8.85646 -14.55725 3.54316  0.635
H 8.29331 -19.49480 2.68847  0.979
C 6.42018 -16.44332 0.96765  0.509
H 3.74778 -19.75658 -0.41049  -0.502
C 4.86702 -22.32228 3.76303  -0.656
H 3.28670 -12.46035 4.29217  0.484
C 4.40968 -17.00117 -0.23897  1.137
H 7.63786 -18.14236 2.36793  -0.335
H 3.83998 -18.87394 -2.55441  0.253
C 3.47019 -18.18691 2.60435  1.114
O 0.51487 -20.25092 5.80688  -0.586
C 3.41199 -20.27780 1.91178  -0.246
H 4.51566 -16.62094 -2.42096  0.450
C 5.52484 -19.27478 7.88996  -1.139
H 5.96537 -15.40859 3.96833  -1.277
H 4.88564 -11.86643 3.60160  0.435
C 4.20925 -12.70525 3.76584  -1.442
H 0.14564 -17.36849 8.47280  0.729
O 2.58308 -20.90454 2.92431  0.069
C 5.41450 -18.33133 5.73121  1.603
H 0.24820 -18.26872 6.38162  -1.349
H 2.21313 -15.46492 6.14977  0.267
H 0.83231 -16.56023 2.26293  -0.810
C 6.07430 -15.51583 6.09035  2.413
H 6.25183 -15.67936 5.02741  -0.509
H 6.97983 -18.41485 1.03884  -1.350
C 1.76510 -14.85254 3.27584  0.301
C 4.17900 -16.69742 4.33085  -0.974
H 2.20843 -18.20835 -2.29579  0.487
H 7.55984 -16.09364 5.71149  -0.609
C -1.17360 -18.93274 1.10370  -1.173
H 5.76658 -13.73530 1.45021  0.575
H 6.17089 -21.09785 0.00749  0.549
C 4.44247 -20.38741 4.96670  0.279
H 3.98572 -17.92232 7.93640  -0.408
C 3.20335 -16.82953 3.15195  -1.033
H 3.34809 -16.05541 2.39835  0.360
H 8.02660 -19.52600 0.05331  0.858
C 1.80473 -19.03767 4.28493  2.816
H 6.44582 -17.48074 3.46283  0.588
H 1.21188 -21.58751 0.04725  0.386
H 5.41886 -17.56043 1.81155  -0.104
H 4.49935 -15.65581 4.35347  -0.122
H 6.35367 -15.68405 1.74687  0.175
H 2.65087 -20.33108 5.91519  0.319
C 0.26288 -15.12472 3.60970  -0.126
O 5.22965 -17.58051 3.94008  0.676
C 1.50506 -14.81203 5.63938  -0.342
C 0.35867 -18.53565 4.27769  -0.488
C 3.12076 -17.46536 7.45564  1.450
C 4.54913 -15.49747 6.41432  1.780
C 3.72736 -21.66668 4.60177  -0.770
H 2.32348 -15.75032 3.01072  -0.947
H 3.85887 -15.38532 5.57823  0.671
C 6.39156 -20.56008 2.69712  -0.092
O 1.16030 -15.17268 0.40938  -0.647
H 6.37454 -15.02055 -1.98225  0.467
H 4.92110 -15.26429 1.75920  -0.748
H 4.93589 -17.35314 5.68463  -0.519
O 3.47250 -17.83599 0.46648  0.112
H 0.16760 -17.25126 6.68265  0.527
H 2.16240 -16.78383 3.47201  1.755
H 6.23243 -19.90883 3.55657  -0.561
H 5.86049 -21.31987 6.30670  0.250
C 5.40414 -13.39123 6.98124  -0.700
H 5.37167 -17.50984 -0.17629  -0.492
C 2.81284 -16.17903 8.13851  -1.129
H 7.99923 -18.41315 4.97986  -0.141
H 1.52976 -15.70513 -1.51079  0.663
H 4.47052 -19.70614 4.11628  1.539
H -0.33210 -14.21864 3.49519  0.505
H 7.89296 -16.70971 -1.66077  0.291
H -0.21967 -19.05367 3.51266  0.453
C 6.60231 -14.19063 6.54400  -0.971
H 5.28025 -19.70948 -0.26053  0.341
H 3.06806 -18.29868 1.59743  -0.492
H 8.17237 -17.69947 0.57681  -0.117
C 5.76382 -14.40763 3.58680  -0.253
C 7.93780 -15.97976 -0.85253  -1.068
C 1.41256 -14.78258 -0.94224  -1.263
H 0.47510 -16.65586 5.10070  -0.993
H -0.57796 -15.26656 5.52405  0.727
H 7.19254 -14.66315 4.17289  -0.345
H 2.00462 -14.18600 2.44731  0.773
H 3.00048 -16.18023 -1.63493  -0.227
C 1.90862 -21.91189 0.82019  -1.389
H 2.97087 -13.19134 -1.30564  0.822
C 7.71710 -20.15531 2.04054  -1.695
H 2.91116 -16.35136 0.81419  0.931
C 6.70090 -15.10981 -0.94610  -0.750
C 5.21064 -14.30723 2.19313  -0.581
H 6.85068 -14.10477 -0.55170  0.449
C 1.18173 -18.51522 1.25944  2.699
H 4.20794 -16.44534 6.83053  -0.508
H 5.97308 -17.36414 1.34220  -0.734
C 1.87218 -18.29059 7.66978  -2.317
H 6.60466 -20.13834 5.22939  0.158
O 5.77997 -15.86779 -0.16671  0.367
H 7.19006 -13.73091 5.74945  0.406
H 1.53582 -18.89920 2.21615  -0.795
C 6.52291 -18.14335 7.76300  -0.124
H -1.71412 -16.96325 1.90435  0.649
C 8.39068 -16.21218 5.01598  -0.494
H 2.82755 -13.31551 1.02971  0.295
H 1.87649 -21.20004 4.59236  0.576
C 7.86427 -16.65399 0.58966  -0.621
C -0.94519 -17.72393 2.03928  -0.727
O 0.13779 -19.35640 0.74101  -0.480
H 4.30578 -14.29862 0.76192  -0.639

Results
Energy above the lowest of the compared OMol25 structures with the same formula, charge and spin (eV): 83.276
F_max (eV Å⁻¹): 14.8
E_HOMO (Eh): -0.25460
LUMO (eV): 0.37
Kohn-Sham gap (hartree): 0.268
Energy (eV): -94788.838
Molar mass (g/mol): 1081.61

=====

[2]
# C60H126N6O18

A 12-piece molecular cluster, C60H126N6O18 overall (ωB97M-V/def2-TZVPD, the Open Molecules 2025 dataset).

Last column: Mulliken charge in e.
CARTESIAN COORDINATES (ANGSTROEM)
H 5.06496 -2.58041 -3.54250  0.544
H -4.50078 6.69250 -2.15464  0.512
H -4.80697 9.12147 -0.24605  0.299
H -5.24510 -7.23444 -3.11731  0.327
O -7.36768 -2.15015 -0.36955  -0.783
H -5.07566 10.33824 -2.61663  0.372
H -1.62633 -4.98084 -3.75358  0.258
H 2.11139 3.24844 0.29230  0.309
H 4.44107 -2.22783 -5.13168  0.510
H 8.57120 -1.54972 -3.99735  0.388
C 7.30174 -2.27545 -2.50203  -0.273
H 6.34108 -3.85274 -4.98314  0.411
C 0.09221 2.62765 -0.35580  -0.216
H 4.59711 5.07133 5.27079  0.373
O -7.33224 -0.57350 0.96875  -0.709
N -4.80862 8.32363 -3.26831  -0.130
O -4.52154 6.59116 4.20656  -0.469
O -4.13569 8.61304 4.72399  -0.778
O -3.91118 -6.00651 5.55581  -0.784
H -7.58849 9.11703 -3.97173  0.308
C 0.76125 -4.37788 5.77771  -1.542
C -5.27741 7.49307 -4.48661  -0.988
H -4.88775 8.06626 -5.32787  0.377
H -2.69519 3.41813 1.27309  0.496
H -0.31264 -4.52129 5.89732  0.441
H -0.21635 -0.56443 -0.37735  0.134
C 6.74374 -2.99953 -5.52902  -1.037
C 6.20567 0.86029 -5.31678  -0.516
C -0.38162 1.95831 0.91843  -0.839
C 1.34952 2.26832 6.37705  -1.429
C -4.46247 -6.55602 -2.77771  -0.078
H -2.17368 1.50802 2.91459  0.485
H -3.90362 2.44479 0.56269  0.401
H -0.61927 7.12585 3.99287  0.347
H -4.79862 6.51435 -4.51749  0.460
H -7.38175 9.38323 -2.26596  0.313
C -0.55287 -9.22349 2.69795  -0.755
H -2.25923 7.56307 -0.88101  0.256
H -3.18254 0.26676 -0.52275  0.584
H 5.18559 4.23457 6.63691  0.400
H 8.43635 -1.30808 -0.97098  0.363
H -1.98245 -1.06869 3.11575  0.564
H 7.82178 -3.14186 -5.60436  0.360
C -4.64508 -6.41229 -1.26772  -1.579
H -2.65869 -6.04238 -6.49375  0.468
C -7.35474 -1.75528 0.80564  0.631
O -0.27816 6.23304 4.08305  -0.441
H 3.18604 1.64072 7.11671  0.355
H 3.65838 1.32009 4.71608  0.546
H -3.20439 -2.46772 -4.17301  0.252
C -4.49950 -5.10606 -3.57117  -0.552
O 0.53491 7.85274 2.99956  -0.726
O 3.50852 -1.71140 1.01977  -0.688
C 4.72684 0.60203 -5.05156  -0.756
C 1.45472 -9.13471 4.30237  -0.661
C 4.45281 -0.50698 -3.96047  -0.648
O 1.48741 5.89227 2.85044  -0.810
N 6.54356 -1.66178 -4.83725  0.192
N -4.08431 -5.14991 -5.11566  -0.079
H -0.12098 -10.66005 4.32553  0.408
H -5.10340 -3.28871 -5.36913  0.517
C -4.13563 -3.65583 -5.71080  -0.702
C 6.80746 -0.48973 -5.83371  -0.615
H 1.80091 -9.22792 5.33172  0.382
O -4.94597 2.16247 -3.57490  -0.736
H 5.48151 0.86083 5.61559  0.456
N 5.06273 2.84287 5.01335  0.072
H -4.91001 -7.34446 -0.76878  0.371
H 6.15803 -2.95410 -6.44717  0.465
H -3.81724 -4.37155 -3.14326  0.267
H -2.57189 3.06615 -0.43650  0.495
H 0.97881 2.04705 7.37791  0.412
C -2.97015 -2.80367 -5.18315  -0.577
H 7.32278 3.78131 3.35466  0.380
H -3.76037 2.09178 -6.13847  0.316
H -5.45497 -4.58385 -3.52145  0.559
C -4.62413 -5.12216 5.01476  0.641
H 6.32531 -1.97111 -2.12510  0.277
H 1.26193 -4.52062 6.73533  0.381
C 8.39458 -2.30448 -1.41094  -1.456
C 4.32644 -2.41489 1.66839  0.651
C 5.48112 2.82102 3.45194  -0.755
H -2.59375 -1.89768 0.95611  0.383
H -3.08257 8.97393 -4.32527  0.367
H -1.87722 1.05813 -1.35307  0.440
H 8.11395 1.27569 6.10245  0.410
H -5.21924 10.07677 -4.34447  0.372
C -2.83044 2.63265 0.52958  -1.230
H 3.02649 2.92882 4.29276  0.505
C 3.56600 2.35481 5.04613  -0.705
H -2.76523 7.41337 -3.53946  0.439
C 7.80280 1.83555 4.07937  -0.547
H 3.41351 -6.48934 3.22919  0.588
H -3.76170 -5.96323 -0.81374  0.327
H -0.77761 -3.01600 -4.82669  0.400
C 1.24176 -6.74636 4.92146  -0.722
C -1.53535 -0.53133 2.27943  -0.654
H -0.28954 2.57737 1.81084  0.664
C 2.90054 2.41825 6.40818  -0.405
H -0.49117 -0.36241 2.54260  0.270
C -2.57835 9.12914 -2.30416  -0.587
C -1.28073 -0.76357 -0.25269  -0.287
C -0.03091 -9.59057 4.13527  -0.744
H -2.86752 10.17877 -2.25166  0.285
H -0.17599 2.25970 -1.34614  0.180
H -3.50844 -7.05671 -2.94275  0.129
C -0.29372 -7.76860 2.31617  -0.556
C -5.26648 -5.94527 -5.82784  -0.988
H -0.57611 -7.68388 1.26680  0.365
H 7.15046 -3.27734 -2.90379  0.241
H 2.37516 -5.04560 4.46907  0.300
O -6.21522 8.05395 4.16410  -0.789
C -1.59492 -1.47213 1.05286  -0.804
H 1.80584 -7.84123 1.65463  0.541
H -0.56076 -9.05144 4.92057  0.401
H 4.79729 -0.33484 -2.94076  0.304
H 0.81751 -4.95659 3.65175  0.184
H -7.30662 11.89380 -4.22161  0.360
H -7.69138 11.80811 -2.58919  0.364
H -0.12753 -9.94526 2.00063  0.309
H -0.25570 3.66053 -0.34091  0.377
C 6.99015 2.75945 3.17222  -0.772
H 4.95737 3.67777 3.02799  0.514
H 1.29514 -6.33193 2.14824  0.423
H -0.58426 -5.47499 -5.03303  0.443
O 4.74922 -3.51926 1.01695  -0.541
H 0.20989 -7.07585 5.04307  0.469
H 5.62534 2.09946 6.86227  0.489
C -7.68306 11.18533 -3.48372  -1.385
C -3.23533 8.38926 -3.41812  -0.584
O -5.44495 -5.54786 3.98916  -0.459
H 3.66148 -8.15330 3.00412  0.407
H -1.21616 -3.53353 -6.34640  0.329
H -2.97610 -1.83328 -5.67953  0.494
H -4.42845 7.50832 0.07569  0.500
C -2.27093 0.76844 2.11983  -0.741
H -4.08274 -3.71697 -6.79781  0.350
C -7.08053 9.75248 -3.24627  -0.355
H 4.23246 -3.67763 0.22354  0.305
N 1.77076 -7.65856 3.80275  0.240
C 1.18197 -7.38119 2.42095  -0.845
H 2.05541 2.92330 -1.36133  0.423
N -1.85077 1.40267 0.76930  -0.045
H -1.61948 -9.43718 2.76705  0.425
H 9.37791 -2.60091 -1.77604  0.379
H -6.18658 -5.43781 -5.53803  0.377
C 0.57199 6.66817 3.17511  0.654
H -6.34837 7.48194 -4.28406  0.373
C -5.08195 7.58521 -1.92356  -0.693
H 1.01121 1.44118 5.75295  0.332
H 7.53344 -0.32628 -3.29592  0.309
H -8.72251 11.10071 -3.80071  0.375
H 6.17550 1.58191 -6.13315  0.388
H -3.74301 7.05969 4.51635  0.347
H 1.74085 -6.98609 5.86036  0.404
O 4.76191 -2.11432 2.79705  -0.723
H 6.32823 4.43915 5.34398  0.433
H -5.21164 -6.95580 -5.42299  0.411
H 0.81029 3.17233 6.09404  0.352
H 7.88343 -0.42319 -5.99481  0.325
O -5.32867 1.28079 -5.55298  -0.779
H -2.48943 9.16377 -0.16974  0.379
H 8.87405 2.03269 4.03858  0.365
C -4.64066 1.99924 -4.78550  0.666
H 4.92303 1.95530 3.09537  0.547
H 0.75710 -3.30027 5.61391  0.377
H 2.10541 1.56590 -0.28779  0.411
H -2.73732 -6.85430 -4.97399  0.421
H 7.71681 0.76382 3.90018  0.321
H 0.24599 1.11431 1.20454  0.338
H -5.61544 -4.63560 3.74356  0.334
C 3.25645 -7.44586 3.72770  -1.217
O -3.57081 2.51088 -5.29585  -0.446
O -4.76665 -3.95195 5.44964  -0.715
H -7.29832 -1.75587 2.44478  0.308
C 5.04245 -1.81735 -4.32052  -0.996
C -4.98748 7.80100 4.27309  0.697
H -5.39183 -5.69334 -0.93069  0.452
H 7.24946 2.57858 2.12908  0.363
C -2.11192 0.46431 -0.46967  -0.752
C 5.87976 1.85221 5.83163  -0.700
H 8.16002 -2.94832 -0.56326  0.390
H 3.70742 -7.68007 4.69201  0.332
H 4.30038 1.57741 -4.81734  0.412
H -0.88628 -7.04815 2.88004  0.366
H -5.10209 -5.82689 -6.89886  0.421
C 7.56605 -1.36734 -3.61721  -0.450
H 7.72960 2.86981 5.98799  0.365
C 1.66049 2.55275 -0.41539  -1.549
C 1.30811 -5.23609 4.58411  -0.154
C 7.42329 1.91738 5.55536  -0.924
H -1.49635 9.14181 -2.43532  0.428
H -3.34914 0.66647 1.99659  0.530
C -1.55103 -5.00981 -4.84060  -0.527
C -1.58458 -3.55705 -5.32082  -0.707
H 6.32868 -0.69896 -6.79032  0.433
H -6.10430 7.24715 -1.75433  0.528
H 3.13492 3.31344 6.98418  0.302
H 3.37445 -0.59234 -3.82656  0.455
H 2.07041 -9.85857 3.76847  0.435
H 6.70902 1.27476 -4.44331  0.296
O -7.32078 -2.54129 1.89322  -0.437
C -2.72381 -5.86029 -5.42105  -0.795
C 5.27261 4.26299 5.55076  -1.071
C -5.54465 9.70758 -3.37189  -0.509
C -4.38896 8.23964 -0.73160  -0.741
H 4.23142 0.30001 -5.97430  0.303
H -1.62079 -1.39594 -1.07280  0.287
C -2.85027 8.47728 -0.93566  -0.707
H -1.01214 -2.36579 1.27611  0.323

Results
Energy above the lowest of the compared OMol25 structures with the same formula, charge and spin (eV): 10.450
F_max (eV Å⁻¹): 7.4
E_HOMO (Eh): -0.16017
LUMO (eV): -1.70
Kohn-Sham gap (hartree): 0.098
Energy (eV): -110042.145
Molar mass (g/mol): 1219.69